Entry 1:
14
Properties=species:S:1:pos:R:3 method="wB97M-V/def2-TZVPD" total_energy_ev=-6793.2822 charge=+1 de_lowest_kj_mol=463.7 gap_ev=9.72
C 1.973 0.419 1.078
C -0.105 -0.574 -0.928
C 1.069 -1.437 -0.391
C 0.383 0.847 -0.680
C -0.241 1.872 0.043
N 1.494 -0.579 0.634
H -0.395 -0.615 -1.932
H -0.993 -0.772 -0.178
H 0.757 -2.383 -0.021
H 1.743 -1.589 -1.245
H 1.177 1.181 -1.273
H 0.438 2.713 0.437
H -0.813 1.553 0.942
H -0.891 2.493 -0.476

***

Entry 2:
45
Properties=species:S:1:pos:R:3 method="wB97M-V/def2-TZVPD" total_energy_ev=-42466.7770 charge=0 de_lowest_kj_mol=538.6 gap_ev=6.99
C 0.132 6.068 -1.207
C 0.580 6.666 0.181
C -0.505 6.548 1.170
O -1.248 5.296 1.124
C -0.531 4.169 1.594
O 0.643 4.196 2.021
C -1.145 2.885 1.907
C -2.267 2.909 2.797
N -3.189 2.902 3.529
C -0.673 1.627 1.493
S 0.817 1.589 0.512
C 0.649 -0.106 0.294
C 1.478 -0.922 -0.457
N 1.234 -2.383 -0.618
C 2.158 -3.387 -0.938
C 1.800 -4.762 -1.314
C 2.753 -5.759 -1.500
C 4.099 -5.339 -1.464
O 5.077 -6.303 -1.589
C 4.486 -4.029 -1.275
C 3.541 -3.032 -0.993
C -0.517 -0.552 0.859
O -0.936 -1.720 0.716
N -1.184 0.317 1.688
C -2.336 -0.068 2.572
C -1.943 -0.220 3.992
H 0.775 6.398 -2.037
H -0.922 6.263 -1.345
H 0.201 4.994 -1.131
H 0.838 7.726 0.038
H 1.465 6.055 0.494
H -1.101 7.377 1.078
H -0.062 6.626 2.116
H 2.397 -0.534 -0.938
H 0.319 -2.771 -0.319
H 0.843 -5.239 -1.258
H 2.391 -6.821 -1.662
H 5.798 -5.868 -1.982
H 5.493 -3.687 -1.324
H 3.837 -2.001 -0.790
H -2.821 -0.984 2.265
H -3.126 0.672 2.381
H -1.627 -1.334 4.259
H -2.795 0.017 4.693
H -1.063 0.331 4.181

***

Entry 3:
219
Properties=species:S:1:pos:R:3 method="wB97M-V/def2-TZVPD" total_energy_ev=-105530.3098 charge=0 gap_ev=8.84
C -2.643 -11.452 -5.406
C -3.456 -10.110 -5.529
C -3.022 -9.062 -4.384
O -3.048 -9.558 -3.016
C -4.318 -9.832 -2.529
N -3.282 -9.623 -6.881
H -1.593 -11.208 -5.249
H -2.748 -12.052 -6.311
H -3.034 -12.006 -4.552
H -4.527 -10.269 -5.401
H -3.506 -8.088 -4.461
H -1.961 -8.873 -4.551
H -4.282 -10.129 -1.481
H -4.631 -10.791 -2.943
H -5.108 -9.129 -2.794
H -3.345 -10.400 -7.523
H -2.377 -9.262 -7.148
C 3.615 -7.367 -9.133
C 2.312 -7.159 -8.329
C 2.243 -5.792 -7.746
O 3.263 -5.643 -6.687
C 3.197 -4.321 -6.167
N 1.169 -7.509 -9.169
H 3.807 -6.671 -9.950
H 3.671 -8.372 -9.550
H 4.435 -7.293 -8.418
H 2.183 -7.824 -7.475
H 1.250 -5.633 -7.325
H 2.301 -4.990 -8.481
H 3.674 -4.404 -5.191
H 2.167 -3.979 -6.068
H 3.746 -3.694 -6.870
H 1.420 -8.304 -9.739
H 0.906 -6.738 -9.766
C 1.577 0.620 -9.059
C 0.735 1.958 -9.051
C -0.468 1.799 -9.894
O -0.162 1.508 -11.293
C -1.358 1.557 -12.016
N 0.380 2.351 -7.695
H 2.117 0.458 -9.992
H 0.955 -0.193 -8.683
H 2.426 0.698 -8.381
H 1.388 2.703 -9.507
H -1.043 2.720 -9.794
H -1.154 1.023 -9.557
H -1.255 1.260 -13.060
H -1.772 2.562 -12.105
H -2.092 0.865 -11.601
H -0.150 1.556 -7.369
H 1.212 2.354 -7.121
C 6.538 -5.021 1.076
C 6.622 -3.575 0.600
O 5.610 -2.846 1.146
H 6.893 -5.050 2.106
H 7.214 -5.643 0.489
H 5.524 -5.402 0.956
H 6.680 -3.443 -0.481
H 7.604 -3.184 0.864
H 5.602 -3.011 2.092
C -2.530 0.999 8.601
C -3.140 2.393 8.715
O -2.542 3.171 7.690
H -2.430 0.588 7.597
H -3.234 0.283 9.026
H -1.548 0.938 9.070
H -2.873 2.791 9.694
H -4.227 2.361 8.645
H -3.009 4.006 7.610
C 1.944 -8.788 -1.650
C 2.476 -7.628 -2.472
O 3.403 -8.079 -3.451
H 1.132 -8.558 -0.960
H 2.844 -9.092 -1.116
H 1.627 -9.572 -2.338
H 2.879 -6.863 -1.809
H 1.662 -7.178 -3.040
H 3.372 -7.535 -4.242
C 6.287 0.720 -2.329
C 5.943 2.080 -2.975
O 5.331 1.836 -4.231
H 7.050 0.152 -2.861
H 5.330 0.212 -2.201
H 6.658 0.938 -1.328
H 6.833 2.692 -3.121
H 5.220 2.631 -2.375
H 6.083 1.788 -4.825
C 4.080 2.735 8.655
C 2.622 2.419 8.501
O 2.005 3.591 7.975
H 4.506 2.915 7.669
H 4.614 1.888 9.086
H 4.234 3.658 9.215
H 2.071 2.135 9.397
H 2.501 1.705 7.687
H 1.101 3.384 7.727
C 2.099 -2.379 5.058
C 3.525 -2.059 5.536
O 4.494 -2.934 4.990
H 1.477 -1.578 5.458
H 1.779 -3.294 5.557
H 2.138 -2.445 3.971
H 3.618 -1.995 6.620
H 3.750 -1.101 5.068
H 4.541 -3.693 5.575
C -3.022 -5.726 6.098
C -4.243 -4.878 5.888
O -4.290 -3.835 6.836
H -2.924 -6.164 7.091
H -2.168 -5.070 5.934
H -2.905 -6.503 5.342
H -5.048 -5.589 6.075
H -4.255 -4.521 4.858
H -4.994 -3.219 6.620
C -3.367 -2.396 -4.656
C -3.211 -1.000 -5.175
O -1.903 -0.509 -5.064
H -2.889 -3.174 -5.251
H -4.414 -2.684 -4.754
H -3.175 -2.532 -3.592
H -3.871 -0.322 -4.634
H -3.472 -0.865 -6.225
H -1.644 -0.743 -4.170
C -3.945 7.370 1.494
O -4.152 8.515 0.650
C -2.896 8.984 0.176
C -3.150 10.277 -0.601
N -3.531 11.413 0.237
C -2.385 11.974 0.975
C -2.756 12.993 2.079
O -3.295 14.228 1.625
C -3.202 15.272 2.542
H -3.281 7.613 2.323
H -3.441 6.581 0.937
H -4.836 6.858 1.856
H -2.314 8.253 -0.385
H -2.323 9.221 1.072
H -4.053 10.057 -1.170
H -2.359 10.605 -1.276
H -4.040 10.965 0.985
H -1.800 12.576 0.281
H -1.701 11.198 1.321
H -1.880 13.217 2.689
H -3.495 12.557 2.751
H -2.191 15.499 2.881
H -3.848 15.007 3.379
H -3.622 16.165 2.081
C -7.840 -0.913 6.647
O -7.056 -1.027 5.466
C -7.130 0.167 4.699
C -6.335 -0.111 3.452
N -7.112 -0.974 2.519
C -6.333 -1.437 1.357
C -7.229 -2.201 0.346
O -7.509 -3.472 0.886
C -8.248 -4.283 -0.048
H -7.373 -0.185 7.311
H -7.805 -1.952 6.973
H -8.872 -0.648 6.416
H -6.690 0.979 5.279
H -8.123 0.490 4.387
H -5.389 -0.545 3.776
H -6.124 0.879 3.046
H -7.438 -1.807 2.989
H -5.453 -2.039 1.584
H -5.984 -0.499 0.927
H -6.633 -2.357 -0.553
H -8.164 -1.659 0.206
H -7.771 -4.255 -1.028
H -9.301 -4.041 -0.192
H -8.159 -5.311 0.305
C -0.554 1.296 2.451
O -0.696 1.154 1.025
C 0.579 1.125 0.353
C 0.335 0.495 -1.023
N -0.318 -0.802 -1.032
C 0.445 -1.851 -0.374
C -0.325 -3.213 -0.397
O -1.495 -3.213 0.512
C -2.294 -4.441 0.442
H -0.101 2.234 2.773
H 0.095 0.558 2.923
H -1.565 1.263 2.857
H 1.337 0.522 0.852
H 0.913 2.159 0.264
H 1.196 0.409 -1.685
H -0.295 1.218 -1.542
H -1.157 -0.784 -0.470
H 0.833 -1.558 0.601
H 1.336 -2.023 -0.977
H 0.364 -3.957 0.002
H -0.477 -3.488 -1.441
H -2.917 -4.482 -0.452
H -2.923 -4.525 1.328
H -1.649 -5.320 0.420
C 3.127 7.579 3.253
O 4.515 7.434 3.600
C 5.245 6.421 2.915
C 6.554 6.106 3.656
N 7.334 7.346 3.941
C 8.395 7.024 4.894
C 9.316 8.243 5.296
O 8.679 9.073 6.169
C 9.268 10.356 6.341
H 2.948 8.128 2.329
H 2.664 8.099 4.091
H 2.630 6.613 3.164
H 5.369 6.835 1.914
H 4.631 5.530 2.786
H 7.053 5.348 3.051
H 6.369 5.623 4.615
H 6.739 8.015 4.407
H 9.022 6.240 4.469
H 7.937 6.601 5.787
H 9.697 8.820 4.453
H 10.113 7.804 5.896
H 10.324 10.345 6.610
H 8.766 10.905 7.138
H 9.206 10.946 5.427

***

What did the first record say?
14
Properties=species:S:1:pos:R:3 method="wB97M-V/def2-TZVPD" total_energy_ev=-6793.2822 charge=+1 de_lowest_kj_mol=463.7 gap_ev=9.72
C 1.973 0.419 1.078
C -0.105 -0.574 -0.928
C 1.069 -1.437 -0.391
C 0.383 0.847 -0.680
C -0.241 1.872 0.043
N 1.494 -0.579 0.634
H -0.395 -0.615 -1.932
H -0.993 -0.772 -0.178
H 0.757 -2.383 -0.021
H 1.743 -1.589 -1.245
H 1.177 1.181 -1.273
H 0.438 2.713 0.437
H -0.813 1.553 0.942
H -0.891 2.493 -0.476